Version w
Below is an isolated molecule of C4H6O, with properties calculated with ωB97M-V/def2-TZVPD.

Structure (XYZ):
```
11
Properties=species:S:1:pos:R:3
O -1.443 -0.897 1.180
C 2.139 0.514 0.003
C -0.167 0.590 -0.213
C 1.098 0.458 0.624
C -0.978 -0.679 -0.127
H -0.724 1.470 0.105
H -0.356 -1.517 -0.491
H -0.697 -0.687 1.763
H 0.141 0.741 -1.256
H 2.830 0.594 -0.799
H -1.843 -0.589 -0.789
```

Its SMILES is C#CCCO. The value obtained for the HOMO-LUMO gap is 10.31 eV. The value obtained for the HOMO energy is -10.11 eV. The LUMO energy is 0.007 Ha.


Version x
Below is an isolated molecule of C4H6O, with properties calculated with ωB97M-V/def2-TZVPD.

Structure (XYZ):
```
11
Properties=species:S:1:pos:R:3
O 0.128 0.982 -0.104
C 2.324 0.184 0.195
C 1.020 -0.072 -0.169
C -1.185 0.807 -0.098
C -2.023 -0.229 0.246
H -1.690 1.876 -0.327
H -1.867 -1.279 0.479
H 0.681 -1.070 -0.451
H 3.176 -0.462 0.223
H 2.392 1.195 0.376
H -3.068 -0.063 0.184
```

Its SMILES is C=COC=C. The value obtained for the HOMO-LUMO gap is 9.84 eV. The value obtained for the HOMO energy is -8.69 eV. The LUMO energy is 0.042 Ha.


Version y
Below is an isolated molecule of C4H6O, with properties calculated with ωB97M-V/def2-TZVPD.

Structure (XYZ):
```
11
Properties=species:S:1:pos:R:3
O 0.743 0.797 1.053
C -0.100 -0.799 -0.543
C 0.100 1.467 -0.010
C 0.312 -0.635 0.987
C -0.444 0.616 -0.927
H 0.106 2.535 -0.018
H -0.647 -0.728 1.674
H 0.667 -1.349 -1.193
H -0.893 0.879 -1.876
H 1.135 -1.260 1.314
H -0.980 -1.524 -0.462
```

Its SMILES is C1=COCC1. The value obtained for the HOMO-LUMO gap is 9.63 eV. The value obtained for the HOMO energy is -8.51 eV. The LUMO energy is 0.041 Ha.


version y takes first place; second place is 0.0406 hartree up.


Version w
Below is an isolated molecule of C4H4, with properties calculated with ωB97M-V/def2-TZVPD.

Structure (XYZ):
```
8
Properties=species:S:1:pos:R:3
C 1.956 -0.077 -0.036
C -1.716 -0.324 0.043
C 0.721 0.111 -0.008
C -0.643 0.335 -0.126
H 2.994 -0.693 0.364
H -0.688 1.521 0.237
H -1.639 -1.437 -0.091
H -2.571 0.335 0.259
```

Its SMILES is C#CC=C. The value obtained for the HOMO-LUMO gap is 10.10 eV. The value obtained for the HOMO energy is -9.43 eV. The LUMO energy is 0.025 Ha.


Version x
Below is a structure of composition C4H4, with properties calculated with ωB97M-V/def2-TZVPD.

Structure (XYZ):
```
8
Properties=species:S:1:pos:R:3
C -2.033 -0.058 -0.002
C -0.811 -0.478 -0.021
C 1.638 -1.247 -0.002
C 0.416 -0.890 -0.027
H -2.343 0.771 0.616
H 2.743 1.321 0.316
H -2.806 -0.509 -0.605
H 3.197 1.090 -0.274
```

The value obtained for the HOMO-LUMO gap is 8.15 eV. The value obtained for the HOMO energy is -9.69 eV. The LUMO energy is -0.057 Ha.


version w takes first place; second place is 0.0770 hartree up.


Version w
Below is a structure of composition C2H3ClOS, with properties calculated with ωB97M-V/def2-TZVPD.

Structure (XYZ):
```
8
Properties=species:S:1:pos:R:3
Cl 1.829 -0.725 -1.231
S -1.926 -0.206 -0.156
O 1.491 -1.169 1.329
C -0.423 0.611 0.215
C 1.132 -0.683 0.326
H -1.722 -0.012 -1.365
H -0.073 1.252 -0.499
H -0.308 0.933 1.381
```

The value obtained for the HOMO-LUMO gap is 9.24 eV. The value obtained for the HOMO energy is -8.70 eV. The LUMO energy is 0.020 Ha.


Version x
Below is a cluster of 2 separate species, C2H3ClOS in total, with properties calculated with ωB97M-V/def2-TZVPD.

Structure (XYZ):
```
8
Properties=species:S:1:pos:R:3
Cl -2.886 2.778 -0.996
S -4.406 1.814 -1.910
O 0.667 0.397 -0.120
C -0.246 -0.333 -0.099
C -1.339 -1.043 -0.244
H -1.342 -1.943 -0.991
H -2.134 -0.945 0.444
H -4.184 1.711 -3.290
```

Its SMILES is C=C=O.SCl. The value obtained for the HOMO-LUMO gap is 9.10 eV. The value obtained for the HOMO energy is -9.31 eV. The LUMO energy is -0.008 Ha.


Version y
Below is an isolated molecule of C2H3ClOS, with properties calculated with ωB97M-V/def2-TZVPD.

Structure (XYZ):
```
8
Properties=species:S:1:pos:R:3
Cl -2.217 -0.073 -0.346
S 2.034 -0.402 -0.320
O 0.276 1.512 -0.066
C -0.644 -0.711 0.156
C 0.503 0.244 -0.117
H -0.457 -1.666 -0.355
H 1.084 2.008 -0.237
H -0.580 -0.912 1.284
```

Its SMILES is OC(=S)CCl. The value obtained for the HOMO-LUMO gap is 9.25 eV. The value obtained for the HOMO energy is -9.18 eV. The LUMO energy is 0.003 Ha.


version y takes first place; second place is 0.0543 hartree up.


Version w
Below is a structure of composition C30H30AsN4O6Tl, with properties calculated with ωB97M-V/def2-TZVPD.

Structure (XYZ):
```
72
Properties=species:S:1:pos:R:3
Tl -1.312 -0.486 0.435
As 1.660 1.585 1.380
O 0.708 -2.899 -7.867
O -0.975 -1.206 3.051
O 0.907 0.934 0.061
O 2.437 -1.631 -7.957
O -1.014 -2.395 -1.867
O -1.997 -3.124 -3.769
N 2.290 -2.241 1.825
N 1.491 -2.120 -7.357
N -2.621 1.944 0.318
N 0.652 -3.214 0.722
C -1.923 0.828 -2.911
C -1.283 5.481 2.172
C -2.177 3.086 0.843
C 1.554 -2.811 -0.228
C -1.117 -2.553 -3.104
C -3.751 0.792 -1.542
C -1.568 4.311 2.891
C -1.449 5.439 0.794
C -3.200 0.169 -2.590
C 0.393 -3.156 3.194
C -1.997 3.166 2.263
C 0.230 -2.294 -5.249
C -1.868 4.293 0.134
C 0.067 -1.968 -3.910
C -0.638 -2.277 3.660
C -2.892 1.954 -1.103
C 0.716 -4.316 3.887
C -1.276 -2.682 4.874
C 1.303 -1.762 -5.944
C 0.073 -4.680 5.062
C 2.215 -0.894 -5.360
C 1.779 3.499 1.225
C 1.124 -2.846 1.946
C 0.972 -1.099 -3.307
C 0.844 1.237 3.074
C -1.713 1.835 -2.053
C 2.560 -2.223 0.473
C 3.475 0.956 1.583
C 2.033 -0.561 -4.028
C -0.931 -3.836 5.543
H 0.766 3.901 1.169
H 3.979 0.998 0.618
H -0.947 6.381 2.672
H -4.669 0.532 -1.034
H -2.060 -2.035 5.250
H 3.455 -1.770 0.077
H -0.836 2.461 -1.993
H -3.573 -0.709 -3.101
H -3.440 2.876 -1.399
H -1.455 4.304 3.971
H 2.320 3.743 0.311
H 3.999 1.580 2.307
H 0.529 0.191 3.126
H -0.032 1.874 3.173
H 1.354 -2.940 -1.276
H -1.952 4.318 -0.944
H 3.429 -0.073 1.939
H -2.235 2.274 2.835
H 1.567 1.467 3.858
H -1.255 0.506 -3.698
H 2.294 3.917 2.090
H 1.506 -4.945 3.488
H -1.455 -4.092 6.460
H 2.719 0.124 -3.545
H 0.343 -5.588 5.587
H -1.231 6.325 0.203
H -0.268 -3.569 0.520
H 3.031 -0.498 -5.944
H 0.821 -0.834 -2.267
H -0.487 -2.952 -5.719
```

The charge is -2. The value obtained for the HOMO-LUMO gap is 5.30 eV. The value obtained for the HOMO energy is -1.51 eV. The LUMO energy is 0.139 Ha.


Version x
Below is a structure of composition C30H30AsN4O6Tl, with properties calculated with ωB97M-V/def2-TZVPD.

Structure (XYZ):
```
72
Properties=species:S:1:pos:R:3
Tl 0.879 -0.768 0.022
As -0.465 0.871 -3.429
O 0.998 0.536 -2.758
O 0.649 -2.349 1.778
O -5.237 -3.113 -0.458
O 0.268 -2.869 3.927
O -3.363 -2.382 -1.214
O 3.051 0.022 0.060
N -0.987 0.191 0.071
N 1.302 0.544 2.228
N 1.602 2.407 3.340
N -4.040 -2.875 -0.339
C 2.063 1.611 2.332
C 0.921 -4.493 -0.546
C -2.009 -0.130 -2.876
C -0.372 0.519 -5.340
C 4.997 3.554 0.999
C -1.502 -3.139 2.387
C -0.027 3.791 0.090
C 4.695 1.612 -0.388
C 0.478 1.808 3.871
C 1.978 -2.594 -1.211
C -0.060 -2.736 2.740
C 3.923 3.134 1.760
C 0.033 -3.802 -1.406
C 3.208 1.963 1.491
C -0.995 1.518 0.133
C 0.115 2.421 0.005
C -2.262 2.181 0.315
C 2.101 -3.773 -0.433
C -2.383 3.553 0.378
C -2.222 -3.892 3.307
C 5.374 2.769 -0.094
C -3.519 -4.314 3.042
C -2.097 -2.791 1.178
C -3.394 -3.216 0.940
C 3.594 1.140 0.386
C 0.669 -2.644 -1.834
C -4.124 -3.973 1.845
C -1.272 4.397 0.276
C -0.963 2.732 -3.340
C 0.318 0.654 3.175
H -4.061 -4.908 3.768
H 2.781 -1.936 -1.516
H -0.097 3.320 -3.644
H -1.272 0.862 -5.851
H 0.863 4.406 -0.014
H 1.933 3.326 3.558
H 0.504 1.030 -5.737
H -0.252 -0.554 -5.483
H 2.941 -4.021 0.199
H -1.805 2.923 -4.007
H -3.138 1.548 0.414
H -1.728 -4.127 4.240
H -2.150 0.023 -1.804
H 4.969 1.001 -1.239
H 0.341 -1.944 -2.588
H -1.226 2.987 -2.314
H 1.091 2.005 -0.215
H 0.686 -5.399 0.000
H -5.130 -4.276 1.599
H -1.836 -1.192 -3.049
H -1.580 -2.176 0.452
H 6.206 3.076 -0.721
H -0.087 2.255 4.670
H -0.445 -0.098 3.275
H 5.523 4.468 1.243
H -1.373 5.474 0.336
H -0.982 -4.092 -1.644
H 3.636 3.749 2.608
H -2.862 0.212 -3.465
H -3.371 3.984 0.518
```

The charge is -2. The value obtained for the HOMO-LUMO gap is 5.38 eV. The value obtained for the HOMO energy is -0.91 eV. The LUMO energy is 0.164 Ha.


version w takes first place; second place is 0.0901 hartree up.


Version w
Below is an isolated molecule of CH3N3O, with properties calculated with ωB97M-V/def2-TZVPD.

Structure (XYZ):
```
8
Properties=species:S:1:pos:R:3
O 1.142 0.861 0.257
N -2.103 -0.359 0.113
N 1.859 -0.257 0.053
N -0.182 0.923 -0.435
C -1.201 0.430 0.023
H 1.419 -1.186 0.340
H 2.141 -0.364 -0.860
H -3.075 -0.047 0.510
```

Its SMILES is N=C=NON. The value obtained for the HOMO-LUMO gap is 10.36 eV. The value obtained for the HOMO energy is -9.70 eV. The LUMO energy is 0.024 Ha.


Version x
Below is a structure of composition CH3N3O, with properties calculated with ωB97M-V/def2-TZVPD.

Structure (XYZ):
```
8
Properties=species:S:1:pos:R:3
O 1.392 0.319 1.359
N 0.040 2.191 0.634
N -0.344 1.077 0.113
N 1.510 1.639 1.483
C 0.425 -0.127 0.432
H 0.882 -0.571 -0.474
H -0.200 -0.887 0.929
H -0.892 1.096 -0.738
```

The value obtained for the HOMO-LUMO gap (spin up / spin down) is 8.30 / 9.59 eV. The value obtained for the HOMO energy (spin up / spin down) is -7.77 / -8.92 eV. The LUMO energy (spin up / spin down) is 0.020 / 0.025 Ha.


Version y
Below is a cluster of 2 separate species, CH3N3O in total, with properties calculated with ωB97M-V/def2-TZVPD.

Structure (XYZ):
```
8
Properties=species:S:1:pos:R:3
O 0.354 1.178 0.913
N -1.329 -1.338 -1.342
N 0.044 0.897 2.002
N 0.694 -0.114 -0.852
C -0.304 -0.721 -1.156
H -2.137 -0.774 -1.624
H 0.950 0.915 2.826
H 1.728 -0.042 -0.767
```

Its SMILES is N=C=N.N=O. The value obtained for the HOMO-LUMO gap is 9.25 eV. The value obtained for the HOMO energy is -9.09 eV. The LUMO energy is 0.006 Ha.


version y takes first place; second place is 0.0115 hartree up.


Version w
Below is an isolated molecule of CH3N3O, with properties calculated with ωB97M-V/def2-TZVPD.

Structure (XYZ):
```
8
Properties=species:S:1:pos:R:3
O -2.386 -0.181 0.042
N 1.027 0.104 0.139
N 0.589 -1.260 -0.087
N -0.204 0.794 0.012
C -1.246 0.043 0.033
H 0.696 -1.572 0.870
H 1.751 0.273 -0.722
H -0.228 1.799 -0.286
```

The value obtained for the HOMO-LUMO gap (spin up / spin down) is 8.68 / 8.68 eV. The value obtained for the HOMO energy (spin up / spin down) is -8.57 / -8.57 eV. The LUMO energy (spin up / spin down) is 0.004 / 0.004 Ha.


Version x
Below is an isolated molecule of CH3N3O, with properties calculated with ωB97M-V/def2-TZVPD.

Structure (XYZ):
```
8
Properties=species:S:1:pos:R:3
O -1.646 -0.172 -0.503
N 0.586 0.417 0.018
N -0.112 -0.458 -0.688
N -3.139 -1.086 -2.103
C -2.373 -0.775 -1.324
H 0.566 1.528 -0.188
H -0.128 -0.442 -1.647
H 0.463 0.293 1.005
```

Its SMILES is N#CONN. The value obtained for the HOMO-LUMO gap is 10.68 eV. The value obtained for the HOMO energy is -10.13 eV. The LUMO energy is 0.020 Ha.


version x takes first place; second place is 0.0376 hartree up.


Version w
Below is an isolated molecule of C5H7N3, with properties calculated with ωB97M-V/def2-TZVPD.

Structure (XYZ):
```
15
Properties=species:S:1:pos:R:3
N 0.090 1.016 0.040
N 0.836 -1.233 0.296
N 1.995 -1.033 0.142
C -0.180 -0.224 0.230
C -1.285 1.770 0.051
C -2.305 -1.847 -0.241
C -1.423 -0.993 0.302
C 2.713 -0.068 -0.202
H -1.217 2.292 1.106
H -3.312 -2.162 -0.369
H 3.862 -0.044 -0.031
H 2.430 0.979 -0.358
H -2.106 1.344 -0.167
H -0.818 2.396 -0.714
H 0.721 -2.192 -0.086
```

Its SMILES is C#C/C(=N\C)NN=C. The value obtained for the HOMO-LUMO gap is 8.08 eV. The value obtained for the HOMO energy is -8.20 eV. The LUMO energy is -0.004 Ha.


Version x
Below is a structure of composition C5H7N3, with properties calculated with ωB97M-V/def2-TZVPD.

Structure (XYZ):
```
15
Properties=species:S:1:pos:R:3
N -0.983 -0.931 0.170
N 0.356 1.171 -0.094
N -2.148 -0.658 0.025
C 0.186 -0.081 0.132
C -2.712 0.533 -0.153
C 1.355 -1.015 0.194
C 1.623 1.959 0.010
C 2.327 -1.642 -0.300
H 3.409 -2.124 -0.185
H 1.444 3.297 -0.351
H -0.643 -1.986 0.146
H -1.999 1.465 -0.233
H 1.838 1.996 1.474
H -3.830 0.372 -0.297
H 2.540 1.383 -0.557
```

The value obtained for the HOMO-LUMO gap is 8.47 eV. The value obtained for the HOMO energy is -8.55 eV. The LUMO energy is -0.003 Ha.


version w takes first place; second place is 0.0217 hartree up.


Version w
Below is a cluster of 2 separate species, C2H5O3 in total, with properties calculated with ωB97M-V/def2-TZVPD.

Structure (XYZ):
```
10
Properties=species:S:1:pos:R:3
O 1.858 -1.676 1.112
O -0.660 2.532 -3.183
O -1.098 0.915 -1.676
C 0.564 -1.384 1.788
C -1.345 1.976 -2.276
H 0.107 -0.542 1.277
H 2.032 -0.897 0.602
H -2.287 2.554 -2.046
H 0.817 -1.185 2.821
H 0.011 -2.292 1.581
```

The charge is -1. The value obtained for the HOMO-LUMO gap is 7.42 eV. The value obtained for the HOMO energy is -3.82 eV. The LUMO energy is 0.132 Ha.


Version x
Below is a cluster of 2 separate species, C2H5O3 in total, with properties calculated with ωB97M-V/def2-TZVPD.

Structure (XYZ):
```
10
Properties=species:S:1:pos:R:3
O 0.492 -0.103 1.421
O -0.063 1.179 -1.534
O 1.200 -0.642 -1.132
C -0.905 -0.231 1.331
C 0.846 0.385 -1.787
H -1.171 -0.925 0.528
H 0.844 -0.254 0.487
H 1.452 0.554 -2.713
H -1.398 0.723 1.145
H -1.296 -0.687 2.254
```

The charge is -1. The value obtained for the HOMO-LUMO gap is 8.98 eV. The value obtained for the HOMO energy is -4.53 eV. The LUMO energy is 0.163 Ha.


Version y
Below is a cluster of 2 separate species, C2H5O3 in total, with properties calculated with ωB97M-V/def2-TZVPD.

Structure (XYZ):
```
10
Properties=species:S:1:pos:R:3
O 0.727 0.203 1.754
O 0.715 1.987 0.362
O -1.186 -1.884 -0.797
C -0.644 -0.569 -1.040
C 1.168 1.267 1.274
H 2.128 1.603 1.775
H -1.493 -1.876 0.111
H -0.887 -0.250 -2.064
H -0.962 0.188 -0.339
H 0.433 -0.668 -1.035
```

The charge is -1. The value obtained for the HOMO-LUMO gap is 8.11 eV. The value obtained for the HOMO energy is -3.98 eV. The LUMO energy is 0.152 Ha.


Version z
Below is a cluster of 2 separate species, C2H5O3 in total, with properties calculated with ωB97M-V/def2-TZVPD.

Structure (XYZ):
```
10
Properties=species:S:1:pos:R:3
O 0.121 -0.261 -1.389
O -1.255 1.127 -0.037
O 1.243 -1.866 -0.140
C -0.310 1.049 1.081
C 0.696 -1.436 -1.158
H -0.356 0.035 1.488
H -0.705 0.325 -0.477
H 0.385 -2.102 -2.014
H 0.718 1.337 0.846
H -0.536 1.793 1.800
```

The charge is -1. The value obtained for the HOMO-LUMO gap is 9.05 eV. The value obtained for the HOMO energy is -4.57 eV. The LUMO energy is 0.165 Ha.


version x takes first place; second place is 0.0164 hartree up.